No. 1
Here is a molecular structure, C32H47CrGeN4O7S2Si3 in a non-equilibrium geometry from OMol25. Energies are from ωB97M-V/def2-TZVPD.

Structure (XYZ):
```
97
Properties=species:S:1:pos:R:3:lowdin_spin:R:1
Cr -1.13 0.89 2.58 3.764
C 2.92 -0.98 0.97 0.000
N 2.37 -1.88 2.00 0.000
C 1.58 -1.32 3.08 0.006
C 0.17 -1.88 3.15 0.006
N -0.80 -0.98 3.88 0.005
C -0.21 -0.47 5.17 0.008
C -2.21 -1.56 4.03 0.009
C -2.57 -2.33 5.16 0.001
C -3.94 -2.65 5.44 0.004
C -4.89 -2.30 4.47 0.001
C -4.55 -1.58 3.36 0.002
C -3.21 -1.22 3.09 0.011
S -2.93 -0.31 1.62 0.025
C 2.87 -3.13 2.21 0.000
C 4.16 -3.21 2.71 0.000
C 4.75 -4.50 2.81 0.000
C 4.03 -5.65 2.49 0.000
C 2.72 -5.55 1.95 0.000
C 2.14 -4.31 1.68 0.000
S 0.68 -4.33 0.85 0.001
H 3.73 -0.38 1.38 0.000
H 3.41 -1.71 0.23 0.000
H 2.17 -0.31 0.56 0.000
H 2.22 -1.44 3.96 0.000
H 1.48 -0.25 2.95 0.004
H -0.17 -1.92 2.10 0.002
H 0.16 -2.90 3.63 0.000
H 0.26 -1.26 5.75 0.001
H 0.50 0.37 4.99 0.001
H -1.07 -0.06 5.72 0.001
H -1.77 -2.67 5.81 0.000
H -4.18 -3.19 6.36 0.000
H -5.93 -2.72 4.57 0.000
H -5.35 -1.37 2.66 0.000
H 4.65 -2.26 2.83 0.000
H 5.85 -4.63 2.95 0.000
H 4.51 -6.63 2.55 0.000
H 2.10 -6.43 1.76 0.000
O -0.12 3.46 -0.50 0.025
C -0.17 2.97 0.65 0.018
O -0.76 1.80 0.95 0.050
C 0.50 3.65 1.85 0.010
C 0.79 5.02 1.75 0.000
C 1.48 5.66 2.80 0.005
C 2.21 4.89 3.73 -0.001
C 1.83 3.56 3.83 0.003
C 0.78 2.93 3.06 0.019
O 0.15 1.89 3.57 0.034
N 2.68 2.68 4.60 0.001
O 2.94 1.53 4.13 0.004
O 3.11 3.11 5.67 0.000
N 1.42 7.08 2.84 0.002
O 2.19 7.55 3.66 0.004
O 0.68 7.70 2.04 0.003
H 0.41 5.56 0.93 0.000
H 3.02 5.21 4.33 0.000
C -4.32 0.32 -2.96 0.003
Si -3.01 1.32 -3.89 0.097
C -3.06 3.18 -3.58 0.000
C -3.38 0.97 -5.71 0.034
Ge -0.94 0.40 -3.16 0.580
Si 0.83 1.59 -4.42 0.077
C 2.12 2.27 -3.21 0.004
C 1.70 0.47 -5.68 0.013
C 0.23 2.99 -5.51 0.009
Si -0.64 -1.90 -3.88 0.084
C -0.66 -1.80 -5.72 0.041
C 1.07 -2.43 -3.36 0.000
C -2.00 -3.08 -3.34 0.001
H -5.32 0.43 -3.50 0.000
H -4.52 0.57 -1.88 0.000
H -4.13 -0.75 -2.99 0.000
H -3.49 3.65 -4.47 0.000
H -2.08 3.67 -3.37 0.000
H -3.68 3.43 -2.64 0.000
H -3.75 -0.06 -5.75 0.000
H -2.54 1.21 -6.43 0.001
H -4.23 1.62 -5.96 0.005
H 2.83 1.48 -3.02 0.000
H 1.59 2.56 -2.27 0.002
H 2.60 3.15 -3.69 0.000
H 2.07 -0.50 -5.35 0.000
H 2.49 1.16 -6.08 0.003
H 0.92 0.33 -6.46 0.000
H -0.75 3.34 -5.17 0.001
H -0.01 2.57 -6.46 0.000
H 0.96 3.79 -5.56 0.001
H 0.28 -2.25 -6.05 0.004
H -0.77 -0.76 -6.12 0.007
H -1.51 -2.40 -6.13 0.003
H 1.82 -1.63 -3.25 0.000
H 1.41 -3.10 -4.23 0.000
H 1.02 -3.05 -2.48 0.000
H -2.38 -2.76 -2.37 0.000
H -1.57 -4.09 -3.17 0.000
H -2.83 -3.13 -4.05 0.000
```

The LUMO energy (spin up / spin down) comes out at 0.1191 / 0.1186 Ha. Its expectation value of S² is 8.769. Its net charge is -2. The calculated total energy is -184478.3109 eV. As for the HOMO-LUMO gap (spin up / spin down): 4.50 / 4.48 eV. The multiplicity is 6.

---

No. 2
Here is 2 unconnected molecules or ions with the total composition C6H16S4 in a non-equilibrium geometry from OMol25. Energies are from ωB97M-V/def2-TZVPD.

Structure (XYZ):
```
26
Properties=species:S:1:pos:R:3:mulliken_charge:R:1
C 3.62 -1.94 -0.10 -1.200
C 3.77 -2.78 1.17 -0.306
S 2.17 -3.52 1.59 -0.133
S 2.35 -4.29 3.44 -0.034
C 3.15 -5.85 3.23 -0.809
H 2.64 -1.43 -0.19 0.329
H 3.73 -2.64 -0.94 0.363
H 4.41 -1.17 -0.17 0.315
H 4.57 -3.53 1.02 0.347
H 4.04 -2.18 2.06 0.307
H 2.47 -6.41 2.57 0.284
H 3.21 -6.36 4.20 0.295
H 4.16 -5.84 2.77 0.247
C 1.74 0.57 3.38 -1.006
C 0.90 -0.35 4.37 -0.220
S -0.58 0.58 4.77 -0.101
S -2.03 -0.69 4.78 -0.090
C -2.02 -1.47 6.47 -0.724
H 2.65 0.08 2.98 0.199
H 2.03 1.54 3.82 0.331
H 1.04 0.75 2.55 0.320
H 0.56 -1.33 3.98 0.201
H 1.40 -0.53 5.34 0.296
H -2.50 -2.46 6.37 0.274
H -2.57 -0.89 7.23 0.278
H -0.99 -1.61 6.81 0.235
```

The LUMO energy comes out at 0.0247 Ha. As for the energy above the lowest of the compared OMol25 structures with the same formula, charge and spin: 14.1 kJ/mol. The calculated total energy is -49822.3176 eV. As for the HOMO-LUMO gap: 9.24 eV. The multiplicity is 1. The structure (SMILES) is CCSSC.CCSSC.